Record 1
DFT (ωB97M-V/def2-TZVPD) results for a structure of composition C31H21Cl3GaN7O4S.

The geometry in XYZ format:
```
68
Properties=species:S:1:pos:R:3
Ga -0.862 -1.301 0.234
O 4.104 3.306 0.180
C 2.954 3.636 -0.160
O 2.526 4.557 -0.869
C 1.855 2.667 0.353
C 0.562 2.727 -0.148
C -0.312 1.713 0.161
N 0.027 0.654 0.934
C 1.194 0.727 1.609
C 2.133 1.695 1.301
C 1.372 -0.125 2.812
C 2.626 -0.566 3.213
C 2.739 -1.232 4.421
C 1.603 -1.425 5.186
C 0.392 -0.960 4.694
N 0.265 -0.326 3.533
C -1.683 1.548 -0.445
C -2.554 2.709 -0.964
C -4.532 1.311 -1.931
C -4.692 0.147 -1.292
C -3.685 -0.753 -0.692
N -2.828 -0.474 0.215
H 0.302 3.543 -0.810
H 3.093 1.730 1.799
H 3.491 -0.399 2.586
H 3.700 -1.600 4.755
H 1.643 -1.939 6.136
H -0.522 -1.105 5.258
H -1.973 3.570 -1.287
H -5.446 1.767 -2.297
H -5.697 -0.263 -1.260
H -3.680 -1.786 -1.040
S -1.044 -3.208 -1.205
C -0.185 -2.361 -2.456
N 0.549 -3.046 -3.348
N 1.577 -2.381 -3.820
C 2.358 -1.411 -3.102
C 2.847 -0.300 -3.765
C 3.565 0.653 -3.052
C 3.787 0.496 -1.693
C 3.307 -0.641 -1.049
C 2.599 -1.604 -1.745
N -0.269 -1.024 -2.614
N -0.680 -0.402 -1.561
C -1.463 0.723 -1.694
C -2.603 0.895 0.658
C -3.699 1.897 0.895
C -3.548 2.967 0.128
C -3.254 2.079 -2.239
C -2.232 1.087 -2.719
H 2.006 -2.820 -4.623
H 2.630 -0.157 -4.816
H 3.922 1.541 -3.556
H 4.300 1.268 -1.129
H 3.486 -0.781 0.010
H 2.224 -2.486 -1.240
H -2.045 0.807 1.589
H -4.416 1.780 1.696
H -4.144 3.867 0.187
H -3.492 2.856 -2.964
H -2.257 0.602 -3.683
Cl -0.624 -4.228 4.288
C -0.761 -3.756 2.605
Cl -2.139 -2.627 2.432
Cl -1.074 -5.185 1.608
C 0.578 -3.114 2.085
O 1.604 -3.586 2.487
O 0.475 -2.156 1.223
```

Summary:
- Frontier orbital gap (alpha / beta): 6.343 / 6.064 eV
- ΔE to the lowest compared entry with this formula, charge and spin: 98.83 kcal per mole
- F_max: 0.1 eV Å⁻¹

Here are the Mulliken charges for atoms 1 to 5, given in e: Ga 0.645; O -0.733; C 0.462; O -0.748; C -0.634


Record 2
DFT (ωB97M-V/def2-TZVPD) results for a structure of composition C31H21N6O7PtS at a distorted geometry.

The geometry in XYZ format:
```
67
Properties=species:S:1:pos:R:3
Pt -0.301 -0.798 0.602
O 5.680 0.807 4.055
C 5.264 1.437 3.079
O 5.738 2.336 2.372
C 3.835 0.980 2.607
C 3.213 -0.124 3.186
C 1.976 -0.506 2.707
N 1.402 0.155 1.709
C 1.914 1.281 1.233
C 3.153 1.724 1.646
C 0.912 1.977 0.416
C 1.149 3.210 -0.172
C 0.150 3.822 -0.901
C -1.079 3.187 -1.004
C -1.247 1.961 -0.399
N -0.282 1.355 0.304
C 1.051 -1.514 3.258
C 1.363 -2.328 4.335
C 0.445 -3.263 4.769
C -0.767 -3.376 4.100
C -1.011 -2.541 3.033
N -0.150 -1.591 2.641
H 3.729 -0.606 4.008
H 3.633 2.629 1.294
H 2.122 3.667 -0.058
H 0.323 4.778 -1.376
H -1.905 3.627 -1.544
H -2.205 1.465 -0.456
H 2.331 -2.233 4.806
H 0.677 -3.912 5.602
H -1.504 -4.114 4.380
H -1.922 -2.639 2.461
O 1.782 -1.165 -1.026
S 0.923 -0.876 -2.155
O 0.725 -1.808 -3.215
N -0.502 -0.613 -1.375
C -1.794 -0.788 -1.863
C -2.198 -0.950 -3.166
C -3.575 -1.061 -3.458
C -4.535 -1.017 -2.487
C -4.150 -0.886 -1.133
C -5.037 -0.880 -0.038
C -4.557 -0.774 1.241
C -3.177 -0.714 1.457
N -2.329 -0.716 0.445
C -2.779 -0.789 -0.846
C 1.458 0.668 -2.812
C 0.730 1.285 -3.823
C 1.203 2.469 -4.362
C 2.402 3.009 -3.910
C 3.129 2.373 -2.914
C 2.656 1.196 -2.352
H -1.471 -1.025 -3.961
H -3.867 -1.185 -4.492
H -5.584 -1.094 -2.734
H -6.102 -0.954 -0.218
H -5.217 -0.752 2.095
H -2.763 -0.626 2.451
H -0.187 0.846 -4.194
H 0.649 2.960 -5.151
H 2.781 3.920 -4.354
H 4.070 2.785 -2.576
H 3.215 0.682 -1.581
O -2.072 -3.201 -0.272
N -0.955 -3.642 -0.083
O -0.548 -4.749 -0.239
O -0.009 -2.787 0.406
```

Summary:
- Net charge: +1
- Frontier orbital gap (alpha / beta): 4.751 / 4.750 eV
- ΔE to the lowest compared entry with this formula, charge and spin: 67.57 kcal per mole
- F_max: 2.5 eV Å⁻¹

Here are the Mulliken charges for atoms 1 to 5, given in e: Pt 1.910; O -0.695; C 0.363; O -0.697; C -0.569


Record 3
DFT (ωB97M-V/def2-TZVPD) results for a structure of composition C31H22Cl3IN2O3PSV at a distorted geometry.

The geometry in XYZ format:
```
65
Properties=species:S:1:pos:R:3
V 0.658 -0.687 -0.681
S 1.229 -0.418 1.645
C 2.850 -0.379 1.046
C 4.051 -0.478 1.743
C 5.215 -0.453 0.997
C 5.150 -0.328 -0.391
C 3.910 -0.245 -1.000
N 2.794 -0.274 -0.278
H 4.055 -0.577 2.816
H 6.171 -0.515 1.492
H 6.048 -0.291 -0.987
H 3.806 -0.129 -2.074
O 1.478 0.614 -2.256
C 1.123 1.153 -1.271
C 0.803 2.453 -0.780
C 1.469 3.644 -1.094
C 0.946 4.834 -0.618
C -0.230 4.852 0.127
C -0.901 3.673 0.429
C -0.358 2.467 0.016
P -1.141 0.835 0.225
C -1.507 0.650 1.984
C -0.855 1.463 2.917
C -1.068 1.269 4.269
C -1.929 0.271 4.701
C -2.569 -0.547 3.779
C -2.352 -0.374 2.424
C -2.705 1.085 -0.664
C -2.626 1.510 -1.994
C -3.770 1.888 -2.670
C -5.003 1.837 -2.033
C -5.087 1.400 -0.719
C -3.947 1.025 -0.026
H 2.367 3.626 -1.697
H 1.450 5.764 -0.839
H -0.635 5.791 0.477
H -1.830 3.684 0.980
H -0.178 2.240 2.586
H -0.555 1.897 4.981
H -2.088 0.120 5.757
H -3.231 -1.330 4.114
H -2.842 -1.031 1.718
H -1.667 1.533 -2.500
H -3.698 2.231 -3.690
H -5.895 2.137 -2.562
H -6.045 1.363 -0.221
H -4.033 0.706 1.002
I 2.782 -4.954 -4.028
C 2.419 -4.312 -2.058
C 2.611 -5.153 -0.966
C 2.399 -4.647 0.306
C 1.967 -3.338 0.445
N 1.755 -2.549 -0.605
C 1.994 -3.004 -1.828
H 2.930 -6.178 -1.093
H 2.566 -5.260 1.178
H 1.787 -2.920 1.430
H 1.862 -2.320 -2.663
Cl -3.552 -2.741 -0.892
C -1.841 -2.623 -1.242
Cl -1.151 -4.116 -1.910
Cl -0.949 -2.231 0.239
C -1.571 -1.473 -2.289
O -2.289 -1.353 -3.232
O -0.548 -0.790 -1.974
```

Summary:
- Net charge: +2
- Frontier orbital gap: 6.757 eV
- ΔE to the lowest compared entry with this formula, charge and spin: 31.23 kcal per mole
- F_max: 3.4 eV Å⁻¹

Here are the Mulliken charges for atoms 1 to 5, given in e: V -0.169; S -0.032; C 0.557; C -0.888; C -0.339


Record 4
DFT (ωB97M-V/def2-TZVPD) results for a structure of composition C31H22F3N7OPtS3.

The geometry in XYZ format:
```
68
Properties=species:S:1:pos:R:3
Pt 0.113 -0.144 -1.130
N 3.511 -1.844 0.371
C 2.568 -1.516 -0.503
N 1.783 -0.602 0.045
C 2.303 -0.418 1.296
N 3.362 -1.160 1.521
C 1.807 0.535 2.304
C 2.562 0.813 3.443
N 2.141 1.670 4.362
C 0.969 2.258 4.133
C 0.219 1.977 3.001
N 0.630 1.105 2.092
H 4.241 -2.528 0.272
H 2.463 -1.930 -1.489
H 3.519 0.333 3.602
H 0.619 2.967 4.874
H -0.733 2.463 2.820
N -2.552 -0.067 -4.245
C -3.073 1.020 -3.579
C -2.302 1.185 -2.475
N -1.342 0.197 -2.463
C -1.511 -0.537 -3.541
H -2.895 -0.465 -5.100
H -3.916 1.573 -3.949
H -2.332 1.934 -1.706
H -0.904 -1.385 -3.802
O -0.099 -2.201 -1.458
C -0.686 -3.131 -0.593
C -2.181 -3.341 -0.825
C -3.169 -3.606 0.076
C -4.417 -3.927 -0.531
C -4.348 -3.921 -1.887
S -2.774 -3.526 -2.431
C -0.458 -2.833 0.890
C 0.393 -3.462 1.753
C 0.375 -2.909 3.063
C -0.503 -1.877 3.172
S -1.302 -1.564 1.695
C -0.016 -4.467 -0.911
C -0.377 -5.730 -0.559
C 0.538 -6.717 -1.021
C 1.571 -6.176 -1.722
S 1.428 -4.473 -1.838
H -3.010 -3.585 1.144
H -5.319 -4.146 0.021
H -5.140 -4.111 -2.593
H 1.005 -4.303 1.461
H 0.984 -3.268 3.880
H -0.719 -1.279 4.044
H -1.271 -5.945 0.011
H 0.424 -7.778 -0.848
H 2.390 -6.691 -2.197
F 1.132 8.762 1.712
C 1.331 8.512 0.400
F 0.465 9.305 -0.266
F 2.567 8.945 0.102
C 1.129 7.064 0.072
C 2.152 6.298 -0.466
C 1.935 4.961 -0.755
C 0.694 4.366 -0.511
C -0.328 5.158 0.031
C -0.113 6.491 0.319
C 0.477 2.980 -0.784
C 0.346 1.783 -0.934
H 3.118 6.744 -0.657
H 2.730 4.359 -1.173
H -1.293 4.708 0.223
H -0.911 7.093 0.737
```

Summary:
- Frontier orbital gap: 7.946 eV
- ΔE to the lowest compared entry with this formula, charge and spin: 0.00 kcal per mole
- F_max: 0.6 eV Å⁻¹

Here are the Mulliken charges for atoms 1 to 5, given in e: Pt 0.794; N 0.183; C -0.456; N 0.087; C 0.328


Record 5
DFT (ωB97M-V/def2-TZVPD) results for a structure of composition C31H22FeN5O5.

The geometry in XYZ format:
```
64
Properties=species:S:1:pos:R:3
Fe 0.150 -0.606 0.411
O 1.076 6.236 0.057
C 0.354 5.662 0.891
O -0.351 6.107 1.813
C 0.344 4.113 0.770
C 1.147 3.471 -0.165
C 1.135 2.087 -0.224
N 0.330 1.374 0.554
C -0.343 1.962 1.543
C -0.381 3.340 1.668
C -0.831 0.977 2.535
C -1.669 1.288 3.595
C -2.010 0.290 4.489
C -1.511 -0.989 4.301
C -0.685 -1.222 3.215
N -0.336 -0.263 2.362
C 2.128 1.247 -0.938
C 2.887 1.711 -2.000
C 3.873 0.892 -2.524
C 4.079 -0.354 -1.960
C 3.265 -0.747 -0.908
N 2.299 0.020 -0.409
H 1.791 4.088 -0.777
H -0.909 3.855 2.459
H -2.050 2.294 3.700
H -2.669 0.507 5.321
H -1.765 -1.799 4.970
H -0.296 -2.205 2.988
H 2.699 2.696 -2.405
H 4.473 1.228 -3.360
H 4.843 -1.025 -2.327
H 3.383 -1.724 -0.457
C 1.836 -4.009 2.484
O 2.219 -4.742 1.334
C 2.067 -4.246 0.062
C 2.830 -4.907 -0.880
C 2.775 -4.582 -2.235
C 1.935 -3.566 -2.628
C 1.179 -2.852 -1.692
C 0.275 -1.829 -2.197
N -0.159 -0.878 -1.471
N -1.195 -0.097 -1.984
C -2.020 0.144 -0.995
O -1.862 -0.271 0.208
C -3.231 0.964 -1.299
C -4.129 1.250 -0.277
C -5.253 2.025 -0.528
C -5.486 2.519 -1.803
C -4.589 2.237 -2.827
C -3.467 1.463 -2.577
C 1.211 -3.163 -0.304
O 0.514 -2.527 0.600
H 2.287 -4.544 3.320
H 2.209 -2.985 2.462
H 0.754 -3.990 2.601
H 3.474 -5.702 -0.524
H 3.374 -5.126 -2.954
H 1.851 -3.294 -3.674
H -0.101 -1.910 -3.216
H -3.924 0.859 0.711
H -5.945 2.249 0.275
H -6.358 3.130 -1.998
H -4.764 2.629 -3.821
H -2.757 1.238 -3.361
```

Summary:
- Net charge: -1
- Frontier orbital gap (alpha / beta): 6.968 / 6.987 eV
- F_max: 0.4 eV Å⁻¹

Here are the Mulliken charges for atoms 1 to 5, given in e: Fe -0.147; O -0.736; C 0.426; O -0.735; C -0.394


Record 6
DFT (ωB97M-V/def2-TZVPD) results for a cluster of 2 separate species, C31H23BF4O2S in total at a distorted geometry.

The geometry in XYZ format:
```
62
Properties=species:S:1:pos:R:3
F -6.098 1.948 0.288
C -4.831 1.439 0.424
C -4.037 1.900 1.473
C -2.773 1.347 1.634
C -2.335 0.277 0.802
C -1.179 -0.545 1.097
C -1.372 -1.880 1.556
C -0.405 -2.482 2.425
C -0.549 -3.785 2.862
C -1.638 -4.563 2.435
C -2.602 -4.003 1.583
C -2.514 -2.670 1.206
C -3.150 -0.073 -0.303
C -4.406 0.477 -0.498
H -4.413 2.666 2.150
H -2.135 1.652 2.463
H -0.227 -0.063 1.316
H 0.417 -1.850 2.767
H 0.178 -4.196 3.564
H -1.738 -5.600 2.767
H -3.455 -4.598 1.245
H -3.337 -2.208 0.659
H -2.786 -0.847 -0.982
H -5.043 0.150 -1.319
C 5.734 0.471 -3.849
C 4.374 0.678 -3.296
C 3.417 1.586 -3.687
C 2.209 1.546 -2.887
C 2.262 0.619 -1.874
B 1.098 0.294 -0.752
C 1.122 1.586 0.253
C 2.250 1.759 1.032
C 2.331 2.839 1.916
C 1.273 3.731 1.973
C 1.316 4.895 2.927
F 1.448 6.093 2.275
F 0.161 4.972 3.660
F 2.347 4.813 3.815
C 0.160 3.590 1.155
C 0.099 2.514 0.264
O -0.112 0.074 -1.584
C -0.126 -1.264 -1.770
C 0.798 -1.912 -0.897
C 0.702 -3.280 -0.650
C -0.379 -3.958 -1.201
C -1.266 -3.331 -2.080
C -1.123 -1.989 -2.422
O 1.465 -1.012 -0.142
S 3.760 -0.245 -1.936
H 5.851 1.060 -4.765
H 6.502 0.800 -3.134
H 5.911 -0.588 -4.086
H 3.576 2.260 -4.523
H 1.381 2.213 -3.092
H 3.090 1.074 0.933
H 3.212 2.980 2.529
H -0.647 4.314 1.190
H -0.749 2.429 -0.415
H 1.415 -3.736 0.033
H -0.548 -5.000 -0.920
H -2.103 -3.898 -2.493
H -1.784 -1.472 -3.115
```

Summary:
- Frontier orbital gap: 3.876 eV
- ΔE to the lowest compared entry with this formula, charge and spin: 38.75 kcal per mole
- F_max: 3.2 eV Å⁻¹

Here are the Mulliken charges for atoms 1 to 5, given in e: F -0.327; C 0.355; C -0.835; C -0.136; C -0.050


Record 7
DFT (ωB97M-V/def2-TZVPD) results for a structure of composition C31H23Cl2N5PdS2Se at a distorted geometry.

The geometry in XYZ format:
```
65
Properties=species:S:1:pos:R:3
Pd -2.126 -0.754 0.123
S 5.269 -1.372 -1.937
C 6.419 -2.638 -2.025
C 6.155 -3.601 -1.097
C 5.015 -3.302 -0.307
C 4.414 -2.115 -0.630
C 3.177 -1.495 -0.044
C 2.497 -2.464 0.632
N -0.014 -0.334 0.880
C 0.751 0.799 0.576
C 2.065 0.901 0.019
C 2.494 2.230 -0.351
C 1.762 3.358 -0.221
C 0.461 3.275 0.335
C -0.368 4.383 0.481
C -1.635 4.256 1.020
C -2.016 2.945 1.401
N -1.271 1.886 1.287
C -0.010 1.995 0.754
C -2.524 5.401 1.190
C -2.249 6.737 1.026
C -3.361 7.582 1.280
C -4.477 6.890 1.636
S -4.179 5.201 1.655
C 3.037 -0.092 -0.288
H 7.219 -2.609 -2.747
H 6.753 -4.495 -0.978
H 4.625 -3.933 0.478
H 0.075 -3.219 0.655
H 3.483 2.295 -0.791
H 2.151 4.319 -0.543
H 0.003 5.348 0.149
H -3.006 2.777 1.826
H -1.272 7.101 0.745
H -3.328 8.661 1.204
H -5.452 7.278 1.884
H 3.927 0.347 -0.723
C -3.663 -3.217 -1.821
N -2.621 -2.277 -2.142
C -1.539 -2.541 -2.962
C -0.908 -1.377 -3.195
N -1.581 -0.384 -2.511
C -1.299 1.028 -2.595
C -2.662 -0.923 -1.798
Se -4.216 0.002 -1.226
H -3.256 -4.225 -1.899
H -4.518 -3.106 -2.497
H -4.004 -3.052 -0.801
H -1.267 -3.546 -3.232
H 0.023 -1.181 -3.697
H -1.820 1.490 -3.441
H -0.223 1.173 -2.694
H -1.628 1.508 -1.675
Cl -1.002 -5.122 -0.132
C -0.554 -3.955 1.157
C 0.232 -4.645 2.248
C 0.811 -4.066 3.294
C 0.990 -2.684 3.746
C 1.113 -1.432 3.246
Cl 0.966 -1.650 1.362
C -1.787 -3.379 1.689
N -2.740 -2.859 2.072
H 0.338 -5.715 2.131
H 1.259 -4.778 3.986
H 1.096 -2.629 4.832
```

Summary:
- Net charge: -2
- Frontier orbital gap: 4.135 eV
- ΔE to the lowest compared entry with this formula, charge and spin: 35.67 kcal per mole
- F_max: 1.5 eV Å⁻¹

Here are the Mulliken charges for atoms 1 to 5, given in e: Pd 0.185; S -0.147; C -0.474; C -0.427; C -0.424


Number 1: E -151884.573 eV. Number 2: E -69830.996 eV. Number 3: E -133092.290 eV. Number 4: E -88886.619 eV. Number 5: E -84582.666 eV. Number 6: E -58996.525 eV. Number 7: E -155501.777 eV.